Density functional theory data (ωB97M-V/def2-TZVPD) for a cluster of 6 separate species, C44H98N6O6 in total at a distorted geometry.

Cartesian coordinates (Å):
C (-3.63, 1.54, -5.53)
C (-2.20, 1.44, -4.90)
C (-1.57, 2.83, -4.42)
C (-2.16, 0.69, -3.57)
C (-2.38, -0.76, -3.80)
C (-1.55, -1.45, -4.95)
C (-1.27, -0.61, -6.25)
C (0.13, -1.05, -6.89)
C (-2.46, -0.80, -7.30)
N (-1.20, 0.88, -5.88)
O (-0.80, 1.71, -6.93)
H (-3.73, 1.99, -6.51)
H (-4.19, 0.61, -5.54)
H (-4.17, 2.27, -4.93)
H (-1.46, 3.62, -5.16)
H (-2.12, 3.18, -3.55)
H (-0.51, 2.70, -4.20)
H (-1.17, 0.79, -3.12)
H (-2.94, 1.03, -2.89)
H (-2.13, -1.26, -2.87)
H (-3.44, -0.93, -3.97)
H (-2.19, -2.28, -5.25)
H (-0.70, -1.96, -4.49)
H (0.24, -2.12, -7.08)
H (0.94, -0.69, -6.26)
H (0.35, -0.58, -7.84)
H (-2.70, 0.00, -7.99)
H (-3.38, -1.20, -6.85)
H (-2.15, -1.55, -8.03)
H (0.07, 2.00, -6.62)
C (-1.30, -1.76, 6.19)
C (-0.97, -1.79, 4.63)
C (-2.15, -2.20, 3.76)
C (-0.65, -0.34, 4.08)
C (0.77, 0.17, 4.46)
C (1.95, -0.80, 4.11)
C (1.60, -2.27, 4.50)
C (2.59, -3.12, 3.74)
C (1.93, -2.22, 6.06)
N (0.20, -2.61, 4.20)
O (-0.03, -3.91, 4.46)
H (-0.56, -1.14, 6.70)
H (-2.23, -1.28, 6.52)
H (-1.22, -2.73, 6.67)
H (-2.39, -3.21, 4.08)
H (-3.04, -1.62, 3.98)
H (-1.89, -2.12, 2.70)
H (-0.97, -0.13, 3.06)
H (-1.19, 0.37, 4.71)
H (1.08, 1.06, 3.91)
H (0.69, 0.33, 5.54)
H (2.80, -0.32, 4.60)
H (2.08, -0.64, 3.04)
H (3.46, -2.55, 3.41)
H (2.04, -3.19, 2.80)
H (2.85, -4.06, 4.22)
H (1.60, -1.34, 6.60)
H (2.99, -2.18, 6.31)
H (1.46, -3.10, 6.51)
H (0.01, -4.19, 3.55)
C (-7.75, 1.08, 3.15)
C (-7.07, 0.38, 1.87)
C (-5.93, -0.62, 2.34)
C (-8.31, -0.39, 1.35)
C (-8.12, -0.98, -0.09)
C (-7.88, 0.21, -0.97)
C (-6.65, 1.15, -0.60)
C (-5.40, 0.35, -1.10)
C (-6.94, 2.44, -1.35)
N (-6.72, 1.45, 0.86)
O (-5.75, 2.26, 1.37)
H (-7.05, 1.62, 3.79)
H (-8.60, 1.73, 2.95)
H (-8.17, 0.38, 3.86)
H (-5.09, 0.03, 2.59)
H (-6.23, -1.16, 3.24)
H (-5.65, -1.39, 1.63)
H (-8.55, -1.21, 2.02)
H (-9.25, 0.15, 1.23)
H (-7.39, -1.78, -0.21)
H (-8.99, -1.62, -0.27)
H (-8.81, 0.78, -1.07)
H (-7.67, -0.23, -1.94)
H (-5.59, -0.71, -0.92)
H (-4.54, 0.60, -0.47)
H (-5.25, 0.47, -2.17)
H (-6.16, 3.16, -1.08)
H (-7.97, 2.76, -1.23)
H (-6.85, 2.22, -2.42)
H (-4.99, 1.67, 1.40)
C (6.79, -0.66, 3.89)
C (7.06, 0.72, 3.29)
C (8.10, 1.47, 4.08)
C (7.54, 0.30, 1.99)
C (7.57, 1.29, 0.87)
C (6.22, 2.05, 0.72)
C (5.62, 2.47, 2.09)
C (6.23, 3.83, 2.53)
C (4.07, 2.66, 1.78)
N (5.78, 1.37, 3.06)
O (4.99, 1.60, 4.23)
H (7.68, -1.29, 3.97)
H (6.54, -0.48, 4.93)
H (6.00, -1.24, 3.43)
H (8.73, 0.81, 4.68)
H (8.81, 2.05, 3.49)
H (7.61, 2.00, 4.89)
H (8.52, -0.12, 2.19)
H (6.98, -0.52, 1.54)
H (8.41, 1.96, 1.08)
H (7.88, 0.89, -0.09)
H (5.49, 1.47, 0.16)
H (6.49, 3.00, 0.26)
H (7.32, 3.90, 2.59)
H (5.81, 3.91, 3.53)
H (5.67, 4.65, 2.08)
H (3.52, 1.76, 1.49)
H (3.89, 3.43, 1.03)
H (3.53, 2.93, 2.70)
H (4.46, 0.80, 4.24)
C (-2.56, 3.37, -0.47)
O (-1.64, 2.51, -1.03)
C (-0.29, 2.99, -1.17)
C (0.75, 1.84, -1.39)
C (0.29, 0.60, -0.62)
N (1.99, 2.38, -0.79)
H (-2.36, 3.55, 0.59)
H (-3.47, 2.80, -0.62)
H (-2.73, 4.29, -1.02)
H (-0.21, 3.63, -2.05)
H (-0.15, 3.60, -0.27)
H (0.87, 1.59, -2.44)
H (0.09, 0.81, 0.43)
H (0.84, -0.30, -0.89)
H (-0.67, 0.34, -1.06)
H (2.54, 1.57, -0.53)
H (1.83, 2.73, 0.14)
C (4.05, -1.37, -1.49)
O (4.57, -2.40, -2.32)
C (3.46, -3.07, -3.04)
C (3.89, -3.98, -4.18)
C (2.81, -4.57, -5.00)
N (4.64, -5.08, -3.62)
H (3.94, -0.51, -2.14)
H (4.92, -1.05, -0.91)
H (3.21, -1.69, -0.87)
H (2.73, -3.37, -2.29)
H (2.91, -2.25, -3.49)
H (4.61, -3.44, -4.80)
H (2.14, -3.92, -5.56)
H (2.18, -5.11, -4.29)
H (3.33, -5.25, -5.68)
H (5.10, -4.83, -2.75)
H (5.30, -5.35, -4.34)

Properties
Maximum force: 0.089 Eh/bohr
E_LUMO: 0.34 eV
SMILES: CC1(C)CCCC(C)(C)N1O.CC1(C)CCCC(C)(C)N1O.CC1(C)CCCC(C)(C)N1O.CC1(C)CCCC(C)(C)N1O.COC[C@H](C)N.COC[C@H](C)N
DFT total energy: -68431.647 eV
Frontier orbital gap: 0.30544 Ha